The following is a DFT calculation (ωB97M-V with the def2-TZVPD basis set) of a cluster of 3 separate species, C23H54BBrN9O9P2 in total.

```
99
Properties=species:S:1:pos:R:3:forces:R:3:lowdin_charge:R:1
C 1.800042 2.524767 0.531993 0.0 0.3 -0.1 -0.117
C 1.829328 3.293996 -0.789439 0.1 -0.2 0.0 -0.232
C 1.386739 2.417749 -1.969715 0.1 0.1 0.1 -0.228
C 2.175899 2.623228 -3.262411 -0.2 0.1 0.1 -0.210
C 1.759030 1.610511 -4.328250 -0.1 0.0 0.1 -0.194
C 1.925932 0.179708 -3.809166 -0.1 0.0 -0.2 -0.240
C 2.424940 -0.852276 -4.812889 0.0 0.1 0.0 -0.195
C 2.644740 -2.200014 -4.135323 0.1 -0.1 0.0 -0.227
C 1.354937 -2.905870 -3.733165 0.1 0.1 -0.2 -0.207
C 1.593310 -4.236349 -3.031241 -0.2 0.0 0.1 -0.172
C 1.884832 -4.155666 -1.540511 0.3 -0.3 0.0 -0.157
N 0.695076 -3.793459 -0.750934 0.0 0.6 0.4 -0.036
C -0.252928 -4.615527 -0.349192 0.0 -0.3 -0.3 -0.768
Br -0.197757 -6.423587 -0.679304 0.0 -0.3 0.0 0.950
N -1.232238 -4.043376 0.286297 -0.5 0.0 0.4 0.155
C -0.938644 -2.727055 0.322608 0.3 0.1 -0.5 -0.275
N -1.821791 -1.914542 0.869911 0.1 0.1 0.0 0.137
C -1.679953 -0.477291 1.188939 -0.3 -0.3 0.1 -0.159
C -3.058971 0.169563 1.263201 0.1 0.4 0.0 -0.149
P -3.588327 0.518405 -0.438084 0.0 0.1 0.1 0.482
O -3.076576 -0.495761 -1.377387 0.1 0.0 -0.1 -0.231
O -5.151221 0.762325 -0.422117 0.0 -0.1 0.1 -0.197
C -6.036960 -0.390837 -0.313653 0.1 0.1 0.0 -0.237
C -7.398678 0.101841 0.110705 0.0 0.1 0.0 -0.061
O -3.011887 1.980370 -0.602484 -0.2 -0.1 0.0 -0.204
C -3.595147 2.971801 -1.483291 0.0 0.2 0.0 -0.230
C -3.569220 2.559651 -2.947718 0.1 0.0 -0.1 -0.063
B -3.121738 -2.654499 1.211003 0.3 0.0 0.5 -0.739
O -3.980484 -3.031283 0.229964 0.2 0.0 -0.2 0.200
O -3.427633 -2.836090 2.508903 -0.1 0.0 -0.1 0.117
C -2.526781 -2.724918 3.614448 0.1 -0.2 0.1 -0.200
C -2.759224 -1.470032 4.439288 -0.3 0.1 -0.1 -0.051
N 0.283014 -2.508738 -0.295111 0.2 -0.4 -0.2 0.061
P 1.234285 -1.046216 -0.610237 -0.7 0.4 0.4 0.525
N 2.551820 -1.355428 -1.289055 -0.1 0.1 0.9 -0.090
O 0.140226 -0.207284 -1.374147 -0.1 -0.6 0.4 -0.135
O 1.209655 -0.307990 0.790843 -0.4 -0.9 0.1 -0.114
H 2.280964 1.551074 0.429099 0.1 0.5 0.0 0.030
H 0.769919 2.364685 0.867259 0.0 -0.1 -0.1 0.070
H 2.319771 3.054702 1.329459 0.0 0.0 0.0 0.070
H 2.855542 3.623411 -0.977925 0.0 0.1 0.1 0.105
H 1.196151 4.179865 -0.711867 0.1 0.1 -0.1 0.104
H 1.461424 1.376172 -1.645862 0.2 0.5 -0.3 0.046
H 0.327419 2.592245 -2.195138 0.0 -0.1 0.1 0.117
H 3.250020 2.529568 -3.069708 0.0 0.0 0.1 0.116
H 1.992383 3.642717 -3.614751 0.2 0.0 -0.1 0.115
H 2.334979 1.738682 -5.248321 0.0 0.1 0.0 0.109
H 0.709605 1.805911 -4.571521 0.0 -0.1 -0.2 0.111
H 2.613238 0.187735 -2.956451 -0.1 0.1 -0.3 0.087
H 0.969368 -0.175045 -3.411304 0.3 0.2 -0.2 0.081
H 1.709353 -0.947040 -5.637916 0.1 0.0 0.0 0.119
H 3.376080 -0.524913 -5.241804 -0.1 0.1 -0.1 0.115
H 3.221868 -2.868644 -4.780555 0.0 0.0 -0.1 0.116
H 3.223783 -2.023478 -3.223130 0.1 -0.2 -0.4 0.082
H 0.762775 -2.240195 -3.093180 -0.1 -0.1 -0.1 0.076
H 0.748195 -3.088321 -4.624425 0.0 0.0 0.0 0.124
H 2.438355 -4.762987 -3.482656 0.0 0.0 -0.1 0.127
H 0.714387 -4.873355 -3.165700 0.1 -0.1 0.0 0.097
H 2.164296 -5.144563 -1.174627 -0.1 0.1 0.1 0.096
H 2.683572 -3.472390 -1.284452 -0.1 0.0 -0.1 0.096
H -1.127918 -0.382063 2.121781 0.0 0.1 0.1 0.119
H -1.144549 0.046499 0.412639 0.3 -0.1 0.0 0.081
H -3.772410 -0.385858 1.872212 -0.1 -0.1 -0.2 0.093
H -2.962565 1.151008 1.730799 0.0 -0.1 0.1 0.117
H -6.050382 -0.880058 -1.286104 0.0 0.0 0.0 0.127
H -5.619226 -1.086009 0.418620 -0.1 0.0 -0.1 0.100
H -7.417020 0.363328 1.168770 0.0 0.0 0.0 0.080
H -7.663345 0.992870 -0.458557 -0.1 -0.1 -0.1 0.083
H -8.148478 -0.668930 -0.062978 0.0 0.0 0.0 0.084
H -4.608107 3.177181 -1.136822 0.0 0.0 0.0 0.113
H -3.001559 3.865659 -1.306926 0.1 -0.1 0.0 0.118
H -2.832649 1.770861 -3.101451 0.0 0.0 0.0 0.072
H -3.278949 3.408024 -3.567233 -0.1 0.0 0.0 0.078
H -4.535145 2.199232 -3.297858 0.0 -0.1 0.1 0.079
H -3.954878 -3.966208 0.002587 -0.2 0.1 0.1 0.126
H -1.498248 -2.803714 3.251873 0.0 0.1 0.0 0.117
H -2.718860 -3.606167 4.225362 0.0 0.0 0.0 0.128
H -2.125326 -0.634056 4.147236 0.0 0.0 0.0 0.066
H -3.800143 -1.159143 4.328251 0.0 0.0 0.0 0.089
H -2.606543 -1.674502 5.497804 0.1 0.0 0.0 0.082
H 3.389953 -1.046737 -0.808609 0.0 0.0 -0.1 0.070
H -0.599290 -0.672150 -1.792129 -0.3 0.1 0.0 0.099
H 1.627405 -0.813485 1.502234 0.3 0.3 0.0 0.121
C 5.309888 1.801160 2.491580 0.2 0.2 0.0 -0.673
O 4.303937 1.285213 2.027042 -0.1 -0.3 0.0 -0.001
N 5.326628 2.475337 3.672220 0.0 -0.2 0.1 0.165
N 6.511276 1.744778 1.829653 -0.1 0.0 0.1 0.144
H 6.163848 2.895981 4.028416 0.0 0.0 0.0 0.096
H 4.469207 2.578117 4.200560 -0.1 0.2 -0.2 0.052
H 6.529448 1.265595 0.950034 0.0 0.0 0.0 0.096
H 7.351301 2.167402 2.175519 0.0 0.0 0.0 0.091
C 2.410404 3.053135 6.178103 0.0 0.0 0.1 -0.664
O 2.827770 3.267571 5.049335 0.1 -0.1 0.0 0.013
N 1.606327 3.940904 6.828404 0.0 -0.1 0.0 0.158
N 2.719195 1.914221 6.866431 0.0 0.0 0.0 0.157
H 1.254247 3.792131 7.754665 0.0 0.0 0.0 0.097
H 1.373008 4.787625 6.344041 0.0 0.0 0.0 0.108
H 3.306335 1.242174 6.408856 0.0 0.0 0.0 0.103
H 2.394317 1.727412 7.795834 0.0 0.0 0.0 0.096
```
Forces are in eV/Å.

Computed properties:
- total charge = +1
- orbital gap (eV) = 9.27

***

The following is a DFT calculation (ωB97M-V with the def2-TZVPD basis set) of a structure of composition C23H54Br2CaClMgN4O7.

```
93
Properties=species:S:1:pos:R:3:forces:R:3:lowdin_charge:R:1
C -0.298215 -2.922402 3.833758 -0.2 0.7 -0.4 -0.032
C -1.160348 -2.023967 2.912918 0.3 0.0 0.1 -0.378
C -1.059858 -0.576527 3.393525 -0.7 -1.0 0.3 -0.060
C -0.878702 -2.252210 1.423197 0.8 0.2 0.3 -0.119
C 0.593504 -2.042625 0.968256 -0.9 -0.4 -0.4 -0.316
C 0.913678 -3.001554 -0.199048 0.2 0.1 0.2 -0.004
C 0.727185 -0.604251 0.486752 0.1 0.0 0.0 -0.139
O 2.065220 -0.183993 0.202814 -0.8 0.2 0.4 0.005
C 2.919163 -0.348059 1.230441 1.9 0.9 -1.7 -0.509
C 3.737906 0.917202 1.558385 0.0 -0.2 1.2 -0.149
N 5.057373 0.500297 2.087129 -1.3 0.4 0.0 -0.039
C 5.020924 -0.735470 2.880657 0.6 -0.8 -0.2 -0.176
C 4.405168 -1.890316 2.069861 -0.2 0.9 -0.6 -0.149
O 3.813695 -1.336594 0.896866 -0.6 -1.0 0.6 -0.015
H 0.403115 -2.282961 4.399908 0.3 -0.1 0.1 0.045
H 0.279244 -3.642451 3.266993 0.0 -0.3 0.1 0.088
H -0.912789 -3.398346 4.587787 0.1 -0.2 0.1 0.095
H -2.199037 -2.298878 3.079202 -0.2 0.0 0.0 0.143
H -1.208233 -0.569775 4.469625 0.0 0.2 0.2 0.099
H -1.809732 0.056019 2.931072 0.3 0.5 -0.2 0.111
H -0.053161 -0.171844 3.196046 -0.1 0.4 -0.4 -0.027
H -1.492544 -1.600056 0.807259 -0.4 0.0 0.0 0.106
H -1.141728 -3.280874 1.208264 -0.2 -0.1 -0.1 0.123
H 1.235982 -2.292237 1.821528 0.2 0.2 0.0 0.102
H 1.205377 -2.435275 -1.075296 0.2 0.0 -0.2 0.077
H 0.041984 -3.581554 -0.477367 -0.2 -0.1 -0.1 0.084
H 1.703645 -3.705276 0.040696 0.2 0.0 0.0 0.089
H 0.191643 -0.520101 -0.450271 -0.1 0.1 -0.2 0.121
H 0.245325 0.125500 1.147452 0.1 0.2 0.1 0.124
H 2.394688 -0.619558 2.178705 -0.2 -1.4 -0.9 0.003
H 3.792083 1.685557 0.609811 -0.2 -0.2 0.7 -0.138
H 3.237607 1.484934 2.384601 -0.2 0.4 -0.3 0.093
H 5.773145 0.341702 1.217963 0.6 -0.6 0.3 -0.096
H 5.425018 1.225727 2.698936 0.3 0.2 -0.4 0.181
H 4.483461 -0.560716 3.824934 0.1 0.3 0.1 0.093
H 6.054563 -1.003884 3.071370 0.1 0.1 0.5 0.096
H 5.158028 -2.575963 1.715659 0.2 -0.2 0.1 0.114
H 3.602533 -2.397976 2.626010 0.1 -0.2 0.2 0.125
C 8.209452 -2.094521 6.784675 -0.2 0.0 0.0 -0.071
C 7.878053 -0.722541 6.227097 0.2 -0.1 0.1 -0.265
O 6.486884 -0.513515 5.997576 -0.2 0.1 -0.3 -0.193
C 5.643152 -0.614799 7.131315 0.0 0.0 0.1 -0.293
C 5.962900 0.371884 8.239290 0.1 0.1 -0.1 -0.071
H 7.847504 -2.877015 6.116001 0.0 0.0 0.0 0.082
H 9.287656 -2.201720 6.895577 0.0 0.0 0.0 0.085
H 7.757922 -2.260421 7.763824 0.1 0.0 0.0 0.069
H 8.356762 -0.603602 5.255343 -0.1 0.0 0.0 0.121
H 8.278024 0.066544 6.870440 0.0 0.0 0.0 0.112
H 5.640894 -1.640533 7.515491 0.0 0.0 0.0 0.110
H 4.631902 -0.417235 6.758572 0.0 0.0 -0.1 0.096
H 6.958732 0.212465 8.651138 0.0 -0.1 0.0 0.073
H 5.244969 0.269599 9.053303 0.0 0.0 0.0 0.081
H 5.921224 1.395473 7.864144 0.0 0.0 0.0 0.084
C -1.618900 0.030321 -4.750334 -0.1 -1.0 0.7 -0.175
C -0.741728 -0.696471 -3.755194 0.1 0.1 0.2 -0.515
O -1.027336 -1.802827 -3.346731 -0.1 0.1 0.0 0.063
C 0.504485 0.027019 -3.312615 0.0 -0.2 0.0 0.008
H -2.482141 -0.590386 -5.008907 0.0 0.0 -0.1 0.104
H -1.962931 0.968625 -4.329575 1.1 0.6 -1.2 -0.034
H -1.041549 0.274290 -5.700219 -0.4 0.2 0.0 -0.162
H 0.246936 0.971745 -2.823282 0.1 0.1 -0.1 0.093
H 1.139453 0.233059 -4.176149 -0.1 0.2 0.0 0.110
H 1.056614 -0.592122 -2.609445 0.0 0.0 0.0 0.069
Br 7.164463 -0.700906 0.464005 0.0 0.1 -0.1 0.034
C -2.855621 0.283489 -0.778947 0.3 -1.9 1.5 -0.528
O -2.093510 1.355767 -0.609636 -0.6 0.4 -1.9 -0.322
H -2.365545 -0.625213 -1.222946 0.1 0.2 -0.2 0.081
H -3.390254 -0.156459 0.083720 -0.1 0.4 0.1 0.095
H -3.714447 0.430021 -1.491106 -1.6 -1.4 1.8 -0.045
Mg 1.789395 -0.134850 3.646468 0.0 0.6 1.0 1.125
Cl 3.275156 2.988183 -0.339520 -0.1 0.3 -0.4 -0.058
Ca -3.153011 1.295921 -2.863568 0.8 2.4 -0.9 1.583
C -7.297264 4.353800 -6.038182 0.0 -0.1 0.1 -0.008
C -6.156327 3.374267 -6.051310 0.2 0.1 -0.3 -0.550
O -5.953178 2.595315 -5.106438 0.2 -0.2 0.5 -0.054
N -5.351458 3.357582 -7.125198 -0.1 0.0 0.3 0.027
C -5.431031 4.183676 -8.319755 0.2 -0.2 0.0 -0.048
H -7.852019 4.244191 -5.111167 0.0 0.0 0.0 0.086
H -6.919106 5.374635 -6.099463 0.0 0.0 -0.1 0.092
H -7.975810 4.157525 -6.868525 0.0 0.1 0.0 0.085
H -4.608330 2.675046 -7.073243 0.0 0.0 -0.1 0.140
H -5.555002 3.544393 -9.192955 0.0 0.1 0.0 0.093
H -4.506156 4.749051 -8.430851 0.0 0.1 -0.1 0.091
H -6.265154 4.873346 -8.264514 0.0 0.0 0.0 0.077
Br -0.824202 0.718574 -7.714635 0.0 0.2 -0.1 -0.345
C -10.077675 1.495629 -5.992746 0.0 -0.1 0.0 -0.677
O -10.140752 2.543783 -6.611553 0.1 0.0 0.0 0.025
N -11.118763 0.612031 -5.950834 -0.1 0.0 0.0 0.149
N -8.962729 1.122272 -5.292138 0.1 0.1 0.0 0.160
H -11.092757 -0.255648 -5.450861 0.0 0.0 0.0 0.091
H -11.949533 0.859039 -6.455788 0.0 0.0 0.0 0.105
H -8.173418 1.745339 -5.298117 0.0 -0.1 0.0 0.059
H -8.891803 0.265638 -4.777926 -0.1 0.0 0.0 0.090
```
Forces are in eV/Å.

Computed properties:
- total charge = +1
- orbital gap (eV) = 1.31

***

no.,DFT total energy (a.u.)
1,-5360.4481
2,-8139.8469